ORCA calculation (the ωB97M-V functional and the def2-TZVPD basis) on a cluster of 6 separate species, C33H66Cl6N3O3 in total in a non-equilibrium geometry.

Last column: Löwdin charge in e.
Element x y z (Å)
1 H 5.8023 -2.3721 17.5099  0.12
2 H 2.6058 -2.7418 19.6114  0.11
3 H 7.0991 1.1219 12.7958  0.04
4 H 2.7411 0.8577 9.4525  0.07
5 O 0.6967 -0.8039 9.3522  0.00
6 Cl 6.2472 1.2052 9.8540  0.62
7 C 5.6564 4.4552 14.3897  -0.66
8 C -1.1036 -7.4741 15.5546  -0.18
9 H 8.4115 0.8689 10.4149  0.07
10 H 3.8298 1.4522 19.7251  0.08
11 H 1.6043 -3.5347 11.8613  0.06
12 C -2.4885 2.8478 10.8489  -0.71
13 H 4.1686 -3.0486 17.2374  0.10
14 Cl -2.4789 4.5143 10.3274  0.59
15 C 4.7437 -2.2933 17.7709  -0.12
16 H 3.4946 4.0082 14.5462  0.07
17 C -1.3539 -1.9850 11.0773  -0.04
18 C 5.5370 0.2021 17.4927  0.00
19 H -1.8440 -2.7731 11.6444  0.09
20 O 2.3260 -6.7648 17.8610  -0.02
21 H 2.2963 -2.2186 13.4371  0.10
22 H -1.0556 -5.4663 15.1134  0.12
23 H -1.2680 -5.7230 16.8035  0.12
24 H 3.6941 -1.9757 15.4678  0.07
25 H 1.2257 -3.3798 10.2871  0.08
26 C 4.2554 -1.0759 15.7125  -0.05
27 C 1.1010 -9.4189 18.0092  -0.03
28 H 4.4108 3.4208 15.9358  0.07
29 H 5.1677 1.1347 17.0618  0.07
30 C 7.2405 0.2298 12.1889  -0.67
31 C -0.6695 -6.0512 15.9503  -0.15
32 H 2.7850 -8.8348 15.8527  0.09
33 H -1.1201 -8.3976 17.4314  0.12
34 H 1.7329 -4.9500 14.3353  0.07
35 H 3.5575 -2.0899 20.9443  0.12
36 C 1.5252 -0.5024 19.8044  -0.06
37 Cl 4.5184 2.0521 14.0563  0.64
38 H 7.5018 -0.6499 10.2982  0.07
39 C 3.0102 -0.5422 19.4093  -0.42
40 H 1.5362 -0.9755 14.4622  0.11
41 H 5.5701 -2.0855 19.7434  0.11
42 N 0.8310 -0.8782 10.6812  -0.08
43 H -1.6133 -1.8904 10.0237  0.09
44 Cl -3.9726 0.6243 11.5790  0.58
45 H -0.7260 -7.6091 14.5363  0.10
46 C -3.9002 2.2769 10.9364  -0.67
47 H -0.8150 -9.5369 16.0123  0.13
48 H 2.1368 -9.2821 18.3202  0.08
49 C 7.4881 0.3653 10.6947  -0.73
50 H -1.9682 2.6888 11.7930  0.07
51 H 5.2353 -1.2439 15.2570  0.09
52 H 3.9193 -0.1750 15.2015  0.01
53 H 3.3323 -0.1631 12.8027  0.08
54 H 5.7252 0.3918 18.5478  0.07
55 H 3.3914 1.4945 10.9298  0.06
56 H -0.3534 -0.7350 13.1745  0.12
57 H 0.0254 -4.1571 11.4390  0.08
58 H -1.7703 -1.0359 11.4257  0.02
59 H -2.1791 -7.5073 15.3728  0.11
60 H -0.3200 -2.3836 13.4856  0.12
61 C 2.2643 -0.2514 12.5931  -0.18
62 H 6.4635 -0.0170 16.9614  0.09
63 C 0.7172 -3.3388 11.2530  -0.02
64 H 0.5681 -4.5615 17.9178  0.09
65 H 4.2840 -1.1818 11.0587  0.07
66 H 0.4860 -9.2014 18.8838  0.08
67 C -0.6099 -8.5770 16.4808  -0.14
68 H 1.9617 -4.1245 16.9795  0.06
69 H 0.2939 -3.7392 16.4697  0.09
70 C 3.3055 -1.2583 10.5822  -0.04
71 C 4.4571 3.6111 14.8652  -0.62
72 H 1.3562 -0.9705 20.7752  0.08
73 C 1.7065 -8.9346 15.7180  -0.04
74 H 3.4609 -1.2971 9.5043  0.09
75 H 0.9598 -1.0780 19.0712  0.08
76 H 0.8934 -10.4175 17.6351  0.08
77 C 1.5946 -5.8758 14.8958  -0.02
78 H -1.9279 2.2004 10.1720  0.07
79 H 1.7954 1.7559 10.4367  0.08
80 C 0.1255 -1.9080 11.4369  -0.48
81 C 1.6762 -1.3201 13.4370  -0.18
82 C 0.8192 -5.8922 16.2353  -0.47
83 O 2.4088 0.4100 17.1929  -0.05
84 C 2.5372 0.9552 10.5210  -0.06
85 Cl 7.2042 4.0249 15.1505  0.54
86 H 1.4951 -8.5187 14.7337  0.07
87 H 3.1648 0.7346 21.1772  0.08
88 H 5.3967 5.4240 14.8201  0.06
89 H 6.3850 -0.4223 12.3629  0.05
90 H 4.8071 -3.6153 19.4786  0.11
91 H 5.7300 4.5396 13.3090  0.07
92 C 0.8438 -8.3698 16.8871  -0.49
93 H 2.6044 -6.2886 14.9271  0.09
94 C 4.6897 -2.5474 19.2910  -0.18
95 C 2.1428 -0.4196 11.0960  -0.47
96 H -4.4157 2.8331 11.7200  0.06
97 C 0.2446 -1.6230 12.9437  -0.13
98 C 0.9445 -4.5049 16.8933  -0.04
99 H 4.7646 0.2581 20.5374  0.07
100 H 1.9100 0.7184 12.9510  0.12
101 H -4.5092 2.3667 10.0397  0.07
102 C 3.7369 0.5153 20.2774  -0.03
103 N 3.2151 -0.4192 17.9124  -0.09
104 H 1.0776 0.4820 19.9468  0.08
105 N 1.1532 -6.9725 17.1961  -0.07
106 H 1.5333 -10.0101 15.6838  0.08
107 H 1.0820 -6.5082 14.1679  0.06
108 H 3.1853 -2.3295 10.7874  0.07
109 C 3.3856 -2.0241 19.8684  -0.14
110 Cl 8.6348 -0.6024 12.8999  0.56
111 C 4.4408 -0.8601 17.2203  -0.47

The molar mass comes out at 765.63 g mol⁻¹. The expectation value of S² is 3.764. The spin multiplicity is 4. The calculation puts the HOMO energy (spin up / spin down) at -8.248 / -9.483 eV. The calculation puts the total energy at -121032.127 eV. The orbital gap (spin up / spin down) comes out at 8.7 / 9.4 eV. As for the total charge: 0.